The following is a quantum chemistry calculation of C20H44HfNOP3S as an isolated structure, from OMol25.

```
! RIJCOSX wB97M-V def2-TZVPD def2/J DEFGRID3
* xyz 4 1
Hf 0.580 0.056 0.639
P 1.581 -2.102 1.682
P 2.610 1.038 -0.822
P 0.083 -1.480 -1.361
H -1.623 1.893 0.858
C -1.603 0.836 0.564
C -1.558 -0.216 1.568
H -1.603 0.044 2.640
C 2.136 -1.746 3.384
C 3.133 -2.788 0.975
C 0.659 -3.668 1.934
C 2.224 2.547 -1.785
C 3.950 1.666 0.258
C 3.623 0.130 -2.059
C -1.448 -2.451 -1.158
C 1.141 -2.812 -2.026
C -0.007 -0.440 -2.864
H -2.225 0.705 -0.323
H -2.061 -1.181 1.402
H 1.318 -1.306 3.965
H 2.969 -1.034 3.378
H 2.457 -2.682 3.861
H 3.924 -2.029 1.000
H 2.988 -3.094 -0.067
H 3.454 -3.660 1.566
H -0.245 -3.473 2.522
H 1.291 -4.385 2.478
H 0.358 -4.103 0.974
H 3.112 2.898 -2.332
H 1.878 3.337 -1.109
H 1.415 2.337 -2.494
H 4.665 2.248 -0.339
H 4.475 0.830 0.734
H 3.532 2.295 1.052
H 4.444 0.776 -2.406
H 3.030 -0.180 -2.925
H 4.054 -0.772 -1.609
H -1.682 -2.913 -2.124
H -2.292 -1.831 -0.840
H -1.293 -3.234 -0.404
H 0.648 -3.188 -2.935
H 1.245 -3.636 -1.311
H 2.131 -2.425 -2.290
H -0.455 -1.033 -3.671
H 1.011 -0.147 -3.154
H -0.599 0.472 -2.721
C -4.905 0.385 -3.001
C -5.040 1.134 -4.181
C -6.302 1.567 -4.578
C -7.425 1.250 -3.806
C -7.300 0.399 -2.701
C -6.043 -0.051 -2.303
S -3.305 -0.005 -2.433
H -2.925 1.236 -1.977
H -4.135 1.390 -4.739
H -6.396 2.172 -5.485
H -8.400 1.673 -4.064
H -8.178 0.096 -2.140
H -5.904 -0.698 -1.441
C 2.887 2.002 4.066
N 1.479 2.410 4.071
C 0.995 3.209 5.188
C 0.618 2.055 3.149
O 0.954 1.274 2.179
H 3.513 2.902 4.032
H 3.088 1.367 3.201
H 3.100 1.462 4.997
H 0.526 4.131 4.822
H 0.241 2.655 5.762
H 1.841 3.451 5.831
H -0.409 2.438 3.247
*
```

energy above the lowest of the compared OMol25 structures with the same formula, charge and spin: 0.0 kJ/mol

Atomic charges from the Löwdin analysis, expressed in e, are listed below:
1 Hf 1.254
2 P 0.714
3 P 0.726
4 P 0.671
5 H 0.093
6 C -0.197
7 C -0.158
8 H 0.094
9 C -0.235
10 C -0.213
11 C -0.210
12 C -0.226
13 C -0.235
14 C -0.223
15 C -0.257
16 C -0.221
17 C -0.260
18 H -0.019
19 H 0.091
20 H 0.058
21 H 0.048
22 H 0.086
23 H 0.054
24 H 0.033
25 H 0.091
26 H 0.066
27 H 0.087
28 H 0.043
29 H 0.089
30 H 0.063
31 H 0.047
32 H 0.087
33 H 0.058
34 H 0.037
35 H 0.089
36 H 0.042
37 H 0.054
38 H 0.081
39 H -0.013
40 H 0.055
41 H 0.089
42 H 0.051
43 H 0.048
44 H 0.081
45 H 0.030
46 H 0.014
47 C -0.574
48 C -0.070
49 C -0.008
50 C 0.028
51 C -0.009
52 C -0.063
53 S 0.937
54 H -0.053
55 H 0.121
56 H 0.140
57 H 0.145
58 H 0.133
59 H 0.115
60 C 0.030
61 N -0.111
62 C 0.026
63 C -0.162
64 O -0.259
65 H 0.133
66 H 0.060
67 H 0.131
68 H 0.125
69 H 0.125
70 H 0.121
71 H 0.184